# C9H18NP

A single C9H18NP molecule (ωB97M-V/def2-TZVPD, the OMol25 dataset).

## Properties
spin multiplicity = 3
largest force on an atom = 5.4 eV/A
calculated total energy = -20397.6103 eV
expectation value of S² = 2.01
ΔE to the lowest compared entry with this formula, charge and spin = 0.0 kcal per mole
orbital gap (spin up / spin down) = 5.43 / 8.15 eV
total charge = 0

The geometry in XYZ format:
```
29
C9H18NP | the OMol25 dataset | ωB97M-V/def2-TZVPD
P -1.84405 -0.16185 0.42418
N -3.30217 -0.50687 0.68806
C -0.55819 -1.23925 0.14022
C -1.23174 -2.51665 -0.26183
C -1.43017 1.63050 0.38693
C -1.93239 2.07838 -1.08102
C 2.78939 0.06256 0.95921
C 0.96831 -1.05532 0.09249
C 1.51700 -0.54496 1.41598
C 2.40502 0.78127 -0.32544
C 1.19933 0.01284 -0.98528
H -0.48674 -3.07689 -0.82354
H -2.03391 2.06558 1.14146
H -1.44421 1.29619 -1.78724
H 0.81643 0.22310 1.79302
H -2.16506 -2.25246 -0.79580
H 3.34790 0.68368 1.61760
H 1.37054 -2.03795 -0.20462
H 3.13974 0.90017 -1.15751
H -0.34325 1.79098 0.41356
H 2.17048 1.74761 0.03231
H 1.29586 -0.31728 -2.01465
H -1.37421 -3.28420 0.51685
H 1.68027 -1.25191 2.29853
H -3.03705 2.14652 -1.14162
H 0.28704 0.62661 -1.19501
H -1.29383 3.02612 -1.17915
H 3.54598 -0.85502 0.70551
H -4.05632 0.02851 0.32681
```

=====

# C54H48IrN3P2Sb

A molecular structure, C54H48IrN3P2Sb (ωB97M-V/def2-TZVPD, the OMol25 dataset).

## Properties
spin multiplicity = 5
largest force on an atom = 2.2 eV/A
calculated total energy = -89190.6776 eV
expectation value of S² = 6.07
ΔE to the lowest compared entry with this formula, charge and spin = 0.0 kcal per mole
orbital gap (spin up / spin down) = 6.72 / 6.24 eV
total charge = +1

The geometry in XYZ format:
```
109
C54H48IrN3P2Sb | the OMol25 dataset | ωB97M-V/def2-TZVPD
Ir -0.08434 0.21397 -0.18222
Sb 2.90492 0.73732 -0.90101
P -1.27195 3.02195 0.28756
P -2.34853 -1.10812 0.30526
N 1.04181 -1.09168 1.48821
N -0.42862 1.81292 0.84987
N 1.53033 -0.13555 2.43933
C 0.80382 -2.38670 -1.73263
C 4.54239 2.78290 0.74136
C -2.31230 1.40175 -3.87715
C -2.91622 2.79706 -2.00408
C 0.65212 -3.75816 -1.86860
C -5.06236 -1.37331 0.96003
C 2.10338 2.98058 -2.85950
C 1.94977 5.46437 0.38879
C 4.41976 2.21716 -0.51465
C -3.16788 2.26279 -3.31413
C -0.76911 1.51381 -1.84907
C 5.89926 -2.80123 -2.58987
C -5.04862 3.92754 2.71031
C -0.61376 5.55587 -0.69186
C 5.53014 3.72470 0.97931
C -6.69669 -2.38961 -0.47621
C 5.75575 -2.57802 -1.23045
C 6.39193 4.09780 -0.03801
C -1.48410 -3.66073 -0.77710
C -0.49067 -4.39192 -1.40697
C -2.87992 4.63609 1.95700
C 0.28462 2.79472 -4.42559
C -2.76220 3.45747 1.23301
C 5.27825 2.59000 -1.53542
C -2.32790 -0.59246 3.03575
C -6.37027 -1.74236 0.70543
C -1.61490 -2.11754 4.74818
C 0.20111 1.32848 -4.21262
C 1.54512 6.55440 -0.36556
C 5.20920 -2.01234 -3.49452
C -1.58823 -2.80175 2.44703
C -1.35631 -3.07876 3.78396
C 6.26323 3.53147 -1.29541
C -2.09721 -0.87310 4.37174
C -4.92647 2.74767 1.98893
C 1.07467 4.41615 0.60475
C 4.38057 -0.99765 -3.04453
C 0.26746 6.60039 -0.90421
C -5.71027 -2.65966 -1.41120
C -1.79452 2.44247 -1.34910
C 1.20801 3.55208 -3.78433
C -0.20437 4.46937 0.06837
C -0.17585 -1.61685 -1.11364
C 2.17962 1.58648 -2.73514
C 1.38323 0.78816 -3.50598
C -1.03315 0.95793 -3.25289
C 4.22086 -0.78570 -1.68462
C -4.03119 4.86931 2.69218
C -2.08386 -1.55831 2.06200
C -3.78190 2.50979 1.25161
C -4.06688 -1.65901 0.02848
C -1.31303 -2.29006 -0.62305
C -4.40399 -2.27380 -1.17476
C 4.90273 -1.58559 -0.78096
H -1.38146 -3.55441 1.70037
H 1.86010 -1.55555 1.08897
H 5.63049 4.16369 1.96072
H -2.37558 -4.15115 -0.40714
H 6.93383 3.82132 -2.09014
H 0.44983 -1.81886 1.90629
H 0.76293 0.48367 2.68975
H 1.36237 3.54630 1.17965
H -1.43993 -2.33997 5.78999
H -0.60215 -5.45860 -1.53370
H -5.72391 2.01764 1.99504
H 2.22954 7.37201 -0.53654
H -0.03949 7.45435 -1.48864
H 5.31959 -2.18522 -4.55511
H 2.94456 5.43070 0.80660
H -0.97957 -4.05087 4.07172
H 1.44069 -0.28803 -3.43479
H -2.51088 0.99796 -4.86189
H -4.07091 2.55966 -3.82896
H -1.05083 -0.13762 -3.23018
H -4.13764 5.78825 3.25081
H -5.96256 -3.16669 -2.33050
H 5.17581 2.14131 -2.51533
H 3.87081 2.48243 1.53601
H 7.16642 4.82716 0.14746
H 1.23877 4.61717 -3.96039
H -3.66739 1.60065 0.67084
H -2.08539 5.36936 1.93501
H -0.44966 3.23260 -5.08429
H 6.30646 -3.17560 -0.51895
H -0.00321 0.81660 -5.15957
H 6.55349 -3.58452 -2.94189
H -3.63838 -2.46329 -1.91387
H -4.80782 -0.88004 1.88855
H 1.87502 -0.58567 3.28883
H 4.77465 -1.42252 0.28275
H -2.68213 0.38759 2.74436
H -3.62000 3.50179 -1.58570
H -7.71733 -2.68504 -0.66614
H 1.71660 -1.93536 -2.10296
H 2.73711 3.61403 -2.25585
H -1.60992 5.56677 -1.11082
H -2.29174 -0.11893 5.12105
H 0.16455 2.09433 -1.85129
H 3.85968 -0.37364 -3.75921
H 1.43833 -4.33067 -2.33786
H -5.94641 4.11395 3.28079
H -7.14148 -1.52275 1.42910
```

=====

# C4H10O2

3 unconnected molecules or ions with the total composition C4H10O2 (ωB97M-V/def2-TZVPD, the OMol25 dataset).

## Properties
largest force on an atom = 0.6 eV/A
calculated total energy = -8402.9300 eV
SMILES = C=C(C)O.[H][H].C=O
ΔE to the lowest compared entry with this formula, charge and spin = 60.4 kcal per mole
orbital gap = 9.22 eV
total charge = 0

The geometry in XYZ format:
```
16
C4H10O2 | the OMol25 dataset | ωB97M-V/def2-TZVPD
O 1.23996 0.52766 0.72291
O -1.41544 1.03521 1.91575
C 1.61352 -0.36316 -1.44085
C 0.79729 0.54013 -0.56572
C -0.24768 1.25765 -0.98847
C -1.79166 -0.11150 1.97473
H -0.39973 -2.24785 0.41943
H 0.60975 1.02701 1.26888
H -1.16075 -0.91767 2.39054
H -0.80705 1.90001 -0.31426
H 1.16407 -0.44159 -2.43374
H -0.55601 1.22346 -2.02664
H -0.56524 -1.64908 0.00676
H -2.78900 -0.42354 1.60988
H 2.63958 0.00533 -1.54387
H 1.66839 -1.36205 -0.99532
```

=====

# C4H9NO2

A single C4H9NO2 molecule (ωB97M-V/def2-TZVPD, the OMol25 dataset).

## Properties
largest force on an atom = 3.7 eV/A
calculated total energy = -9878.0394 eV
SMILES = CCC(N)=C(O)O
ΔE to the lowest compared entry with this formula, charge and spin = 46.6 kcal per mole
orbital gap = 9.04 eV
total charge = 0

The geometry in XYZ format:
```
16
C4H9NO2 | the OMol25 dataset | ωB97M-V/def2-TZVPD
O -1.40620 -2.03149 -0.34109
O -2.67099 -0.29610 -0.34973
N -0.70929 1.46541 0.46602
C -1.33192 -0.72038 -0.13884
C 1.04510 -0.42297 0.48064
C -0.35649 0.08237 0.27513
C 2.02928 0.17096 -0.53117
H -0.35344 1.78837 1.36254
H 3.02666 -0.23670 -0.37443
H 1.03217 -1.50897 0.38735
H -2.46671 -1.95722 -0.54918
H 1.71527 -0.06601 -1.54716
H 2.08001 1.25598 -0.43299
H -0.26388 2.05153 -0.23587
H -2.74140 0.59579 0.03285
H 1.37182 -0.17058 1.49593
```

=====

# C4H3NO2

A single C4H3NO2 molecule (ωB97M-V/def2-TZVPD, the OMol25 dataset).

## Properties
largest force on an atom = 2.1 eV/A
calculated total energy = -9777.6069 eV
ΔE to the lowest compared entry with this formula, charge and spin = 94.1 kcal per mole
orbital gap = 9.01 eV
total charge = 0

The geometry in XYZ format:
```
10
C4H3NO2 | the OMol25 dataset | ωB97M-V/def2-TZVPD
O 3.08133 0.54730 0.20163
O 0.13415 1.12484 0.78212
N -0.10707 -0.71069 -0.53457
C 0.64640 0.18455 0.09033
C -1.84484 0.66259 0.36386
C 2.14583 -0.11226 -0.15857
C -1.39555 -0.39049 -0.30956
H -2.21191 -0.95564 -0.75198
H 2.25893 -1.05704 -0.73311
H -2.70727 0.70683 1.04985
```

=====

# C5H8O4

2 unconnected molecules or ions with the total composition C5H8O4 (ωB97M-V/def2-TZVPD, the OMol25 dataset).

## Properties
largest force on an atom = 1.9 eV/A
calculated total energy = -13504.8283 eV
ΔE to the lowest compared entry with this formula, charge and spin = 20.4 kcal per mole
orbital gap = 7.47 eV
total charge = -2

The geometry in XYZ format:
```
17
C5H8O4 | the OMol25 dataset | ωB97M-V/def2-TZVPD
O -0.53346 -1.97764 0.17174
O -0.67118 2.22340 -0.41889
O 1.16437 2.48588 0.82925
O -2.43084 -3.10165 -0.17276
C 2.45482 0.95259 -1.21613
C -1.75641 -2.19155 0.38273
C 1.09843 0.57086 -0.64241
C -2.37097 -1.24311 1.38826
C 0.45167 1.84347 -0.00454
H 2.33186 1.77790 -1.95390
H -1.70729 -1.24227 2.24232
H 2.99511 1.39027 -0.37153
H -2.42560 -0.26567 0.88970
H 3.08047 0.22047 -1.73956
H 0.40499 0.01931 -1.26884
H 1.33839 -0.05365 0.22543
H -3.42438 -1.40861 1.65914
```